Entry from the Open Molecules 2025 dataset: a 6-piece molecular cluster, C36H66Br12F4N2O5P overall at a distorted geometry (ωB97M-V/def2-TZVPD).

Geometry as XYZ:
```
126
Properties=species:S:1:pos:R:3:forces:R:3:lowdin_charge:R:1
C -1.926984 -6.144183 5.013489 0.02 0.87 -0.31 -0.067
C -1.355355 -6.099345 3.596147 0.92 -0.71 1.20 -0.254
O -1.449349 -4.770735 3.020300 -0.86 0.61 -0.37 -0.254
P -2.891920 -4.426502 2.354941 -1.36 -0.94 -0.85 0.525
O -3.826754 -5.535080 2.488296 -0.31 -1.03 0.32 -0.264
C -2.606761 -4.201723 0.544664 0.44 1.49 0.58 -0.150
C -2.514679 -2.707112 0.086256 0.44 -0.26 0.57 -0.186
C -1.273317 -2.334942 -0.716487 -1.38 1.10 -0.72 -0.156
C -1.296951 -1.015870 -1.560333 0.30 0.32 -0.28 -0.170
C -2.520068 -0.694659 -2.445302 -0.35 -0.42 0.69 -0.077
C -3.794603 -0.204574 -1.767011 0.19 0.21 -1.85 -0.409
O -3.982922 -0.122489 -0.601527 0.32 0.25 1.89 -0.013
C -0.617809 0.103106 -0.707676 0.22 -0.88 0.62 -0.309
C -1.297307 0.483648 0.634880 -0.11 0.21 -0.39 -0.010
C -0.286145 1.322916 -1.595854 0.19 0.77 0.41 -0.075
C -0.322651 2.714659 -0.900955 0.38 -0.25 -1.00 -0.184
C -1.699824 3.385918 -0.901124 0.11 1.08 0.95 -0.786
F -2.703178 2.596153 -1.339547 0.03 -0.43 -0.09 -0.019
Br -2.141899 4.002577 0.924651 -0.03 -0.22 -0.23 0.817
C -1.717702 4.670511 -1.793612 -1.59 -1.33 0.31 -0.994
F -0.923314 5.583607 -1.291852 0.71 0.74 0.00 0.047
F -1.311387 4.302704 -3.008181 0.59 0.07 -0.58 0.041
Br -3.533580 5.348292 -2.013161 0.28 0.19 0.11 0.829
C 0.615939 -0.754769 -0.181999 -0.02 2.24 -0.49 -0.188
C 1.914601 -0.744311 -1.007007 0.03 -0.34 0.12 -0.087
C 3.010054 0.161267 -0.362528 -0.01 -1.29 -0.59 -0.177
N 4.309641 -0.399204 -0.780782 -0.30 1.21 0.35 -0.091
C 5.119135 -0.853837 0.351260 0.88 0.41 0.76 -0.200
C 5.642211 0.278616 1.283937 0.22 -0.01 -0.39 -0.067
C 5.045142 0.466454 -1.677811 -0.26 0.87 1.02 -0.473
C 5.247353 1.964547 -1.444573 -0.51 -0.22 0.62 -0.005
O 5.545891 -0.018092 -2.623486 1.16 -1.21 -2.00 0.142
N 0.031500 -2.121477 0.033544 1.38 -1.53 -0.69 0.018
C 0.202721 -2.742206 1.385245 0.57 0.03 -0.11 -0.050
C 1.652960 -2.659943 1.860567 -0.57 -0.52 1.44 -0.350
C 1.758456 -3.435989 3.182159 -0.11 0.24 -0.82 0.002
F 2.448860 -3.313172 0.931828 0.07 0.41 -0.42 0.009
O -3.590629 -3.104594 2.980817 2.14 -0.32 -0.21 -0.187
C -3.284226 -2.814200 4.357322 -0.44 1.52 0.78 -0.242
C -1.932758 -2.116198 4.581626 0.35 -0.85 0.20 -0.065
H -1.557582 -7.005651 5.571429 -0.23 -0.08 -0.18 0.085
H -1.554871 -5.247569 5.528709 0.01 -0.21 0.05 0.073
H -3.016159 -6.072879 5.011194 0.08 -0.35 0.01 0.074
H -0.280703 -6.291569 3.705265 -0.08 0.25 -0.30 0.112
H -1.745423 -6.887339 2.952088 -0.31 0.41 -0.13 0.118
H -3.461166 -4.664056 0.048250 0.04 -0.14 0.28 0.087
H -1.702032 -4.771930 0.307943 -0.18 -0.04 -0.04 0.093
H -2.696681 -2.047413 0.939054 0.07 0.04 -0.22 0.098
H -3.350071 -2.541597 -0.580225 0.08 0.08 -0.05 -0.001
H -1.165034 -3.140283 -1.452618 0.52 -0.08 0.35 0.167
H -0.513359 -1.222314 -2.314709 -0.16 0.13 0.04 0.153
H -2.784761 -1.614424 -2.991624 -0.13 0.19 0.01 0.114
H -2.282804 0.033562 -3.227972 0.14 -0.09 0.13 0.122
H -4.630321 0.076014 -2.444497 0.43 0.02 -0.27 0.104
H -0.610385 1.063648 1.262464 0.03 -0.01 -0.25 0.088
H -2.190534 1.091113 0.507710 -0.12 -0.39 0.09 0.056
H -1.512177 -0.420310 1.210851 -0.32 0.19 -0.10 0.073
H 0.713354 1.263672 -2.038535 -0.13 -0.28 0.11 0.114
H -0.961586 1.413705 -2.449218 0.02 -0.36 0.11 0.113
H 0.326424 3.354864 -1.514048 -0.08 -0.02 0.17 0.105
H 0.147087 2.710082 0.075468 -0.30 -0.03 0.10 0.016
H 0.905076 -0.283194 0.758578 -0.31 -0.62 0.29 0.128
H 2.391318 -1.731030 -1.080309 -0.28 0.01 0.19 0.121
H 1.731189 -0.448828 -2.045971 0.04 0.00 0.13 0.119
H 2.848103 1.190724 -0.696239 0.20 0.00 0.32 0.076
H 2.972099 0.062576 0.729621 -0.33 0.44 -0.11 0.106
H 4.558062 -1.566201 0.965205 -0.20 0.01 -0.38 0.100
H 6.005900 -1.382471 -0.009520 -0.33 -0.14 -0.25 0.125
H 4.970426 1.143233 1.291606 -0.06 -0.21 0.35 0.045
H 5.830190 -0.094846 2.294033 -0.25 0.10 -0.05 0.076
H 6.607050 0.667601 0.938686 -0.16 -0.08 -0.10 0.076
H 4.629364 2.333269 -0.624082 0.14 0.26 -0.22 -0.002
H 5.065862 2.510980 -2.371357 -0.14 -0.08 0.11 0.093
H 6.293673 2.144303 -1.181114 -0.09 -0.20 0.00 0.091
H 0.663082 -2.704207 -0.528964 0.10 0.11 0.21 0.171
H -0.463684 -2.294388 2.119968 -0.07 -0.05 -0.19 0.116
H 0.015113 -3.808008 1.258090 -0.40 0.14 0.15 0.127
H 1.975751 -1.630494 2.043932 0.27 -0.09 -0.53 0.140
H 1.424149 -4.455123 2.971873 -0.09 0.07 0.35 0.084
H 2.795272 -3.476881 3.516310 -0.11 0.16 0.05 0.095
H 1.116350 -2.936160 3.910838 0.14 -0.29 0.16 0.087
H -4.053445 -2.108931 4.685896 -0.13 -0.21 -0.33 0.123
H -3.401497 -3.679472 5.014044 0.14 -0.18 -0.38 0.109
H -1.953143 -1.419063 5.423014 -0.27 -0.05 -0.14 0.085
H -1.201416 -2.886921 4.848410 0.16 0.25 -0.22 0.053
H -1.573587 -1.571994 3.703217 -0.28 -0.01 0.06 0.059
Br 1.928294 5.746298 -3.480089 0.10 0.02 0.03 0.623
C 1.181155 7.495281 -3.051972 -0.05 -0.21 0.21 -0.681
C -0.104264 7.742212 -3.795788 0.00 0.27 -0.19 -0.704
Br 0.226099 8.188181 -5.659625 -0.03 -0.10 0.04 0.633
H 1.951253 8.228028 -3.273186 -0.06 -0.01 -0.07 0.054
H 1.002595 7.473598 -1.978084 -0.06 0.01 -0.03 0.048
H -0.623192 8.605105 -3.382168 0.05 -0.03 0.05 0.064
H -0.769716 6.884412 -3.789473 0.06 -0.01 0.03 0.027
Br -5.628503 -2.271742 -1.354352 -0.83 -0.65 -0.11 0.881
C -6.830443 -3.709724 -1.899028 -0.05 0.18 -0.15 -0.648
C -7.811837 -4.027493 -0.805400 0.01 -0.34 0.18 -0.683
Br -6.958969 -5.054112 0.613117 0.06 0.14 0.01 0.649
H -6.208858 -4.556980 -2.172891 -0.05 -0.01 0.04 0.051
H -7.341292 -3.339905 -2.785826 -0.01 -0.02 0.03 -0.002
H -8.613003 -4.659778 -1.182952 0.04 0.03 -0.07 0.063
H -8.239108 -3.141460 -0.344942 0.04 0.01 -0.06 0.053
Br 2.607065 3.410841 1.084530 0.11 -0.05 0.17 0.729
C 2.971057 5.229603 1.680351 -0.30 0.13 0.00 -0.641
C 3.574017 6.050156 0.573084 0.33 0.14 -0.06 -0.684
Br 5.450271 5.609512 0.308387 -0.08 -0.08 -0.07 0.618
H 3.609543 5.153720 2.555446 0.06 -0.02 -0.08 0.054
H 2.003179 5.631958 1.974927 0.01 -0.01 -0.04 0.063
H 3.562138 7.107386 0.832457 -0.07 -0.04 0.07 0.063
H 3.077417 5.909728 -0.385156 -0.04 -0.05 0.08 0.022
Br -4.601206 -3.618869 -5.253114 -0.03 -0.03 0.00 0.606
C -5.660649 -2.533646 -6.477677 0.22 0.11 0.11 -0.678
C -6.861720 -1.939853 -5.790925 -0.25 -0.06 -0.12 -0.684
Br -8.265792 -3.263606 -5.536067 0.05 0.03 0.06 0.645
H -5.920869 -3.171317 -7.316851 -0.06 0.01 0.05 0.054
H -4.987649 -1.748497 -6.816767 -0.05 0.01 0.01 0.059
H -7.309519 -1.164632 -6.409772 0.05 -0.02 -0.02 0.061
H -6.631212 -1.530288 -4.810996 0.07 -0.02 -0.03 0.040
Br 7.400981 4.279586 3.808882 0.04 -0.08 -0.04 0.582
C 9.237059 4.722330 3.329229 -0.16 0.12 0.20 -0.689
C 9.293382 5.584742 2.096597 0.16 -0.08 -0.16 -0.686
Br 8.977964 4.541477 0.484284 -0.07 0.03 -0.01 0.585
H 9.767087 3.781976 3.213760 -0.01 0.04 -0.06 0.051
H 9.634673 5.258106 4.188942 0.00 0.03 -0.05 0.059
H 10.288068 6.008632 1.972590 0.00 -0.04 0.05 0.060
H 8.559641 6.385465 2.102657 -0.02 -0.05 0.06 0.048
```
Forces are in eV/Å.

The energy above the lowest of the compared OMol25 structures with the same formula, charge and spin is 18.2 kcal/mol. The orbital gap comes out at 9.2 eV. As for the total charge: +1. Its molecular weight is 1672.7 g/mol.